DFT (the ωB97M-V functional and the def2-TZVPD basis) results for 2 unconnected molecules or ions with the total composition C3H7BrN2S.

Geometry (Å):
C 1.583 1.223 -0.735
C 0.143 -2.126 0.714
C -1.290 -1.458 0.707
N 0.962 1.917 -1.685
N -1.469 -0.334 0.190
S 1.681 2.023 0.831
Br -3.105 0.523 0.189
H 0.090 -3.238 0.296
H 0.866 -1.629 0.151
H 0.471 -2.181 1.706
H -1.931 -2.035 1.252
H 0.840 3.025 0.518
H 0.280 2.684 -1.489
H 0.879 1.606 -2.644

Values from the calculation:
2S+1: 1
Lowest unoccupied orbital energy, eV: 0.6
Kohn-Sham gap, eV: 9.2